Entry 1:
Density functional theory data (wB97M-V/def2-TZVPD) for C24H24IN3O2SSn as an isolated structure.

Geometry as XYZ:
```
56
Properties=species:S:1:pos:R:3:forces:R:3
Sn -0.649 1.246 0.173 0.0 0.3 0.0
O 1.958 -1.293 -1.427 -0.1 -0.1 0.0
S 1.481 0.052 -1.392 -0.1 0.3 0.2
O 0.081 0.300 -1.845 0.1 0.0 0.0
N 1.325 0.623 0.124 -0.2 -0.2 -0.2
C 1.939 0.196 1.308 0.2 0.0 0.0
C 3.183 -0.357 1.442 0.0 0.0 0.0
C 3.686 -0.674 2.723 0.0 0.0 0.0
C 2.964 -0.430 3.855 0.0 0.0 0.0
C 1.665 0.124 3.750 0.0 0.0 -0.1
C 0.833 0.401 4.856 0.0 0.0 0.0
C -0.425 0.913 4.668 0.0 0.0 0.0
C -0.871 1.151 3.366 0.0 0.0 0.0
N -0.107 0.918 2.311 -0.1 0.1 -0.1
C 1.154 0.419 2.473 0.0 0.0 0.0
C 2.500 1.159 -2.286 0.0 -0.1 0.0
C 3.679 1.613 -1.706 0.0 0.0 0.0
C 4.501 2.446 -2.443 0.0 0.0 0.0
C 4.143 2.808 -3.737 0.0 0.0 0.0
C 2.961 2.348 -4.299 0.0 0.0 0.0
C 2.124 1.514 -3.574 0.0 0.0 0.0
H 3.787 -0.564 0.568 0.0 0.0 0.0
H 4.674 -1.108 2.797 0.0 0.0 0.0
H 3.364 -0.661 4.832 0.0 0.0 0.0
H 1.201 0.202 5.855 0.0 0.0 0.0
H -1.077 1.131 5.500 0.0 0.0 0.0
H -1.864 1.543 3.175 0.0 0.0 0.0
H 3.946 1.343 -0.693 0.0 0.0 0.0
H 5.418 2.818 -2.009 0.0 0.0 0.0
H 4.790 3.460 -4.308 0.0 0.0 0.0
H 2.687 2.638 -5.304 0.0 0.0 0.0
H 1.197 1.155 -3.999 0.0 0.0 0.0
C -1.789 -2.411 -1.958 0.0 0.0 0.0
N -1.691 -3.042 -0.605 0.0 0.0 0.0
C -2.716 -4.121 -0.459 0.0 0.0 0.0
C -1.674 -2.030 0.538 0.0 0.0 0.0
C -2.792 -1.019 0.498 0.1 -0.1 0.0
C -4.094 -1.416 0.792 0.0 0.0 0.0
C -5.155 -0.525 0.684 0.0 0.0 0.0
C -4.924 0.784 0.298 0.0 0.0 0.0
C -3.622 1.214 0.075 0.0 0.1 0.0
C -2.556 0.327 0.182 0.1 -0.1 0.0
H -1.727 -3.199 -2.704 0.0 0.0 0.0
H -0.978 -1.702 -2.083 0.0 0.0 0.0
H -2.747 -1.903 -2.028 0.0 0.0 0.0
H -0.781 -3.503 -0.556 0.0 0.0 0.0
H -3.700 -3.697 -0.629 0.0 0.0 0.0
H -2.647 -4.552 0.537 0.0 0.0 0.0
H -2.514 -4.881 -1.210 0.0 0.0 0.0
H -0.696 -1.549 0.464 0.0 0.0 0.0
H -1.685 -2.622 1.453 0.0 0.0 0.0
H -4.290 -2.424 1.133 0.0 0.0 0.0
H -6.159 -0.857 0.912 0.0 0.0 0.0
H -5.745 1.482 0.203 0.0 0.0 0.0
H -3.447 2.256 -0.170 0.0 0.0 0.0
I -0.586 3.823 -0.277 -0.1 -0.1 0.0
```
Forces are in eV/Å.

## Properties
**Largest force on an atom**: 0.38 eV/Å
**Relative energy (zero: lowest compared OMol25 entry of this formula, charge and spin)**: 0.0 kcal/mol
**Kohn-Sham gap**: 8.04 eV
**HOMO**: -14.06 eV
**E_LUMO**: -6.0 eV
**Net charge**: +2
**Total energy**: -2153.40868 Eh

Entry 2:
Density functional theory data (wB97M-V/def2-TZVPD) for C24H24IN3Ti as an isolated structure at a distorted geometry.

Geometry as XYZ:
```
53
Properties=species:S:1:pos:R:3:forces:R:3
C 0.507 0.759 2.047 2.1 -0.1 1.9
C 0.622 -0.845 2.093 -0.7 -0.8 1.6
H 1.588 1.036 1.987 -1.3 0.7 -0.4
H 0.346 0.575 3.127 -0.2 2.2 -0.2
H -0.198 1.595 1.785 0.2 -1.4 -0.7
H 0.754 -1.738 1.410 -0.6 1.7 -0.1
H 1.572 -0.792 2.674 -0.6 -1.0 -0.5
H -0.204 -0.997 2.818 0.6 -1.3 -0.6
C 0.110 2.691 -1.748 -0.3 0.1 -0.8
C 0.285 3.495 -2.878 -0.1 -0.1 1.3
C 0.095 2.888 -4.143 -0.4 -1.0 -0.5
C -0.182 1.515 -4.244 0.0 1.3 0.0
H 0.376 3.019 -0.719 -0.5 -0.1 -0.9
H 0.542 4.580 -2.778 -0.1 -1.3 -0.1
H 0.171 3.489 -5.058 0.1 -0.3 0.4
H -0.234 1.041 -5.225 0.0 0.2 0.3
N -0.402 1.403 -1.843 1.6 0.7 -1.0
C -0.434 0.768 -3.079 0.1 0.4 0.1
C -0.630 -0.653 -3.032 -0.1 -0.2 0.3
N -0.839 -1.189 -1.761 0.7 -1.3 -1.7
C -0.796 -2.557 -1.589 -0.2 0.0 -0.9
C -0.650 -2.885 -3.982 0.0 1.2 -0.2
C -0.773 -3.443 -2.682 -0.2 0.2 0.9
H -0.763 -2.881 -0.525 -0.3 0.1 -1.0
H -0.879 -4.554 -2.555 0.3 1.4 0.0
C -0.506 -1.497 -4.147 -0.5 -1.2 -0.3
H -0.340 -1.070 -5.153 -0.1 -0.4 0.8
H -0.671 -3.515 -4.876 0.2 0.1 0.5
Ti -0.425 0.136 -0.341 -1.2 0.2 2.5
I 2.145 -0.324 -0.566 1.6 -0.1 -0.8
C -3.806 4.185 0.472 -0.2 0.5 1.1
C -3.156 3.679 -0.634 -0.2 -0.5 -0.8
C -2.894 2.316 -0.731 0.0 -0.3 0.9
C -3.007 1.491 0.418 -0.8 0.6 0.8
C -3.819 1.964 1.483 -0.2 1.2 0.0
C -4.154 3.338 1.540 -0.2 -1.0 -0.5
N -2.305 0.306 0.541 1.0 -0.8 -0.8
C -2.709 -0.658 1.498 -0.7 -0.2 0.3
C -2.641 -0.428 2.892 0.1 0.1 -0.1
C -3.178 -1.360 3.787 0.4 0.1 -0.1
C -3.782 -2.529 3.317 0.3 0.5 -0.5
C -3.838 -2.767 1.942 0.3 -0.1 0.0
C -3.279 -1.870 1.041 0.2 0.8 0.0
H -4.106 5.233 0.496 0.3 -0.2 0.1
H -2.860 4.321 -1.474 -0.5 -0.2 0.3
H -2.625 1.839 -1.659 0.4 0.3 0.0
H -4.198 1.275 2.250 0.5 0.5 -0.3
H -4.707 3.699 2.424 0.2 -0.1 -0.7
H -2.183 0.515 3.268 -0.4 -0.8 -0.3
H -3.088 -1.162 4.864 -0.2 -0.2 -0.5
H -4.182 -3.248 4.004 -0.2 -0.2 0.2
H -4.306 -3.661 1.539 0.0 0.0 0.2
H -3.306 -2.042 -0.047 -0.1 0.1 0.6
```
Forces are in eV/Å.

## Properties
**Largest force on an atom**: 2.81 eV/Å
**Multiplicity**: 3
**Kohn-Sham gap (alpha / beta)**: 5.62 / 6.59 eV
**HOMO (alpha / beta)**: -5.78 / -7.19 eV
**E_LUMO (alpha / beta)**: -0.2 / -0.6 eV
**Total energy**: -2240.31536 Eh

Entry 3:
Density functional theory data (wB97M-V/def2-TZVPD) for one molecule with the formula C24H24N4O5 at a distorted geometry.

Geometry as XYZ:
```
57
Properties=species:S:1:pos:R:3:forces:R:3
C -1.659 -3.831 1.897 4.4 -5.8 -1.2
C -0.262 -3.884 1.006 -2.6 1.9 0.5
C -0.208 -2.662 -0.052 -5.3 -4.0 0.0
C 0.979 -2.802 -0.866 -1.3 2.7 -1.7
C 0.964 -1.884 -2.092 7.4 3.5 8.1
N 0.805 -0.448 -1.343 -1.7 1.4 0.8
C -0.438 0.329 -1.207 0.7 -2.2 -5.9
N -1.360 -0.198 -2.115 3.5 1.0 4.1
C -2.619 -0.284 -1.761 -5.0 -1.3 -4.0
O -3.468 -0.643 -2.669 1.8 1.1 3.1
C -3.135 -0.094 -0.374 -8.1 -3.2 -2.8
C -4.525 -0.393 0.265 3.6 1.2 -4.8
C -4.302 -0.249 1.625 -0.8 0.2 -1.8
C -2.999 0.081 1.757 2.0 -1.1 2.8
O -2.329 -0.081 0.546 3.8 2.5 6.6
C -0.412 1.742 -0.787 -3.2 -0.8 0.4
C -1.627 2.609 -0.871 -3.5 -4.2 -3.5
O -2.425 2.379 -1.994 4.3 3.3 7.7
O -1.802 3.221 0.428 -1.7 -0.8 -6.6
C -2.959 4.106 0.196 -3.9 -2.6 -2.9
C -4.319 3.457 0.705 7.8 -5.4 2.3
C 0.595 2.283 -0.159 4.7 -11.2 -4.3
C 1.896 1.485 -0.424 0.4 1.2 3.6
C 3.235 2.189 0.135 -4.8 -2.6 1.2
O 3.210 3.219 0.838 1.0 -2.4 -2.6
N 4.338 1.202 0.064 -4.7 6.0 0.3
C 5.417 1.934 0.567 5.6 -16.1 -8.0
C 6.523 1.119 0.367 4.3 -0.8 2.4
C 6.623 -0.441 -0.236 -3.6 11.7 3.1
C 5.448 -0.665 -0.563 -5.8 -8.4 -6.5
C 4.174 0.026 -0.608 2.4 0.7 1.2
N 3.095 -0.489 -1.104 0.1 -0.5 1.5
C 1.894 0.077 -0.736 1.6 4.0 -3.2
H -1.622 -4.706 2.657 -0.3 1.7 -1.1
H -2.526 -3.834 1.362 -2.3 -1.2 -2.3
H -1.822 -2.947 2.274 0.3 4.9 3.1
H -0.147 -4.777 0.403 -0.2 -0.4 0.3
H 0.505 -3.867 1.785 0.4 0.2 -0.4
H -1.193 -2.801 -0.748 2.0 0.2 1.6
H -0.437 -1.751 0.437 0.6 1.0 0.5
H 1.066 -3.653 -1.421 0.5 -3.5 -0.1
H 1.651 -2.548 -0.134 3.2 0.1 0.7
H 0.161 -1.940 -2.555 -6.9 -0.8 -5.1
H 2.001 -1.926 -2.466 -1.1 0.5 -0.8
H -5.365 -0.581 -0.421 0.3 0.1 1.0
H -5.154 -0.362 2.249 0.1 0.2 1.2
H -2.438 0.167 2.741 -0.3 -0.1 -2.0
H -2.730 4.710 0.916 0.9 5.0 3.4
H -3.183 4.547 -0.893 1.4 -1.1 2.4
H -3.974 2.778 1.738 -1.4 2.5 -2.4
H -4.596 2.638 0.117 -0.1 -1.4 -1.5
H -5.123 3.992 0.711 -4.4 4.0 0.9
H 0.852 3.115 0.098 1.5 9.8 3.2
H 5.365 2.668 1.065 -1.2 10.2 6.4
H 7.581 1.272 0.905 -2.5 0.6 -1.3
H 7.440 -0.867 -0.067 6.6 -3.9 0.7
H 5.339 -1.740 -1.189 -0.2 2.4 1.9
```
Forces are in eV/Å.

## Properties
**SMILES string**: CCCCCn1/c(=N/C(=O)c2ccco2)c(C(=O)OCC)cc2c(=O)n3ccccc3nc21
**Largest force on an atom**: 18.83 eV/Å
**Relative energy (zero: lowest compared OMol25 entry of this formula, charge and spin)**: 428.6 kcal/mol
**Kohn-Sham gap**: 6.93 eV
**HOMO**: -7.90 eV
**E_LUMO**: -1.0 eV
**Total energy**: -1523.55182 Eh

Entry 4:
Density functional theory data (wB97M-V/def2-TZVPD) for C24H24N6V as an isolated structure at a distorted geometry.

Geometry as XYZ:
```
55
Properties=species:S:1:pos:R:3:forces:R:3
V -0.040 0.005 0.061 0.0 -0.3 0.0
C -2.595 0.569 1.551 0.1 -0.1 0.0
N -1.195 0.163 1.877 -0.1 0.2 0.0
C -0.473 1.025 2.862 -0.1 -0.1 -0.1
C 0.756 1.604 2.227 -0.1 -0.1 -0.3
N 1.248 1.132 1.085 0.4 0.8 0.3
C 2.399 1.905 0.811 -0.2 -0.4 -0.1
C 3.311 1.826 -0.237 0.0 0.0 0.0
C 4.354 2.726 -0.220 0.0 0.1 0.0
C 4.493 3.677 0.808 0.0 0.0 0.0
C 3.594 3.754 1.852 0.0 0.0 0.0
C 2.549 2.838 1.823 -0.1 0.2 0.2
N 1.476 2.620 2.696 0.2 0.1 0.1
C -2.699 0.905 0.093 0.3 0.0 0.0
N -1.769 0.533 -0.782 -0.7 0.6 -0.4
C -2.210 1.004 -2.039 0.3 -0.3 0.2
C -1.641 0.875 -3.302 0.0 0.0 0.0
C -2.329 1.443 -4.353 -0.1 0.0 0.0
C -3.548 2.118 -4.159 0.0 0.0 0.0
C -4.119 2.242 -2.909 0.0 0.0 0.0
C -3.416 1.663 -1.860 -0.2 0.1 0.1
N -3.683 1.587 -0.487 -0.2 0.0 -0.1
H -2.910 1.411 2.165 0.0 0.0 0.0
H -3.266 -0.260 1.780 0.0 0.0 0.0
H -1.220 -0.780 2.246 0.0 0.0 0.0
H -0.188 0.420 3.723 0.0 0.0 0.0
H -1.123 1.817 3.232 0.0 0.0 0.0
H 3.226 1.085 -1.021 0.0 0.0 0.0
H 5.092 2.699 -1.010 0.0 0.0 0.0
H 5.331 4.360 0.782 0.0 0.0 0.0
H 3.708 4.481 2.644 0.0 0.0 0.0
H 1.302 3.118 3.556 0.0 0.0 0.0
H -0.715 0.339 -3.466 0.0 0.0 0.0
H -1.929 1.363 -5.355 0.0 0.0 0.0
H -4.054 2.544 -5.015 0.0 0.0 0.0
H -5.060 2.756 -2.765 0.0 0.0 0.0
H -4.503 1.948 -0.024 0.0 0.0 0.0
C -1.715 -3.323 -1.061 0.0 0.0 0.0
C -0.535 -3.842 -0.290 -0.2 -0.2 -0.1
C -0.334 -5.202 -0.127 0.0 0.0 0.0
C 0.768 -5.676 0.576 0.0 0.0 0.0
C 1.696 -4.800 1.126 0.0 0.0 0.0
C 1.540 -3.431 0.991 0.2 -0.1 0.2
C 2.547 -2.478 1.571 0.0 0.0 0.0
C 0.410 -2.971 0.286 -0.1 1.0 -0.1
N 0.228 -1.609 0.144 0.3 -1.3 0.0
H -2.302 -4.147 -1.462 0.0 0.0 0.0
H -1.408 -2.692 -1.896 0.0 0.0 0.0
H -2.377 -2.722 -0.432 0.0 0.0 0.0
H -1.040 -5.899 -0.559 0.0 0.0 0.0
H 0.908 -6.743 0.691 0.0 0.0 0.0
H 2.554 -5.187 1.661 0.0 0.0 0.0
H 3.364 -3.024 2.037 0.0 0.0 0.0
H 2.102 -1.833 2.334 0.0 0.0 0.0
H 2.972 -1.824 0.808 0.0 0.0 0.0
```
Forces are in eV/Å.

## Properties
**Largest force on an atom**: 1.35 eV/Å
**Multiplicity**: 2
**Kohn-Sham gap (alpha / beta)**: 7.27 / 7.85 eV
**HOMO (alpha / beta)**: -14.10 / -13.78 eV
**E_LUMO (alpha / beta)**: -6.8 / -5.9 eV
**Net charge**: +2
**Total energy**: -2201.07872 Eh